{"formula": "C41H110N6O12", "method": "ωB97M-V with the def2-TZVPD basis set", "lumo_energy_ha": [-0.0936, -0.2803], "spin_multiplicity": 2, "total_charge": 1, "homo_energy_ev": [-10.31, -10.31], "s2": 0.7540, "energy_ev": -77792.7291, "elements": ["C", "O", "C", "C", "N", "C", "C", "O", "C", "H", "H", "H", "H", "H", "H", "H", "H", "H", "H", "H", "H", "H", "H", "H", "C", "C", "C", "O", "C", "N", "H", "H", "H", "H", "H", "H", "H", "H", "H", "H", "H", "C", "C", "C", "O", "C", "N", "H", "H", "H", "H", "H", "H", "H", "H", "H", "H", "H", "C", "C", "C", "O", "C", "N", "H", "H", "H", "H", "H", "H", "H", "H", "H", "H", "H", "C", "C", "C", "O", "C", "N", "H", "H", "H", "H", "H", "H", "H", "H", "H", "H", "H", "C", "C", "C", "O", "C", "N", "H", "H", "H", "H", "H", "H", "H", "H", "H", "H", "H", "C", "C", "C", "O", "H", "H", "H", "H", "H", "H", "H", "H", "C", "C", "C", "O", "H", "H", "H", "H", "H", "H", "H", "H", "C", "C", "C", "O", "H", "H", "H", "H", "H", "H", "H", "H", "C", "C", "C", "O", "H", "H", "H", "H", "H", "H", "H", "H", "C", "C", "C", "O", "H", "H", "H", "H", "H", "H", "H", "H"], "xyz": [[0.644, 0.451, -3.781], [-0.796, 0.654, -3.535], [-1.504, -0.497, -3.187], [-2.477, -0.846, -4.368], [-2.220, -0.167, -5.580], [-3.460, 0.143, -6.295], [-3.178, 0.950, -7.582], [-2.376, 2.193, -7.420], [-2.189, 2.809, -8.679], [1.243, 0.075, -2.951], [1.179, 1.343, -4.105], [0.856, -0.332, -4.510], [-1.987, -0.445, -2.211], [-0.812, -1.335, -3.106], [-3.465, -0.522, -4.040], [-2.485, -1.931, -4.471], [-1.649, 0.666, -5.548], [-3.986, 0.868, -5.673], [-4.051, -0.717, -6.609], [-4.157, 1.206, -7.987], [-2.656, 0.332, -8.313], [-3.060, 2.685, -9.324], [-1.324, 2.428, -9.222], [-2.014, 3.881, -8.589], [-7.265, 2.012, 0.508], [-6.006, 2.716, 0.155], [-5.403, 2.305, -1.215], [-4.209, 2.936, -1.522], [-3.108, 2.287, -1.075], [-6.293, 4.135, 0.177], [-8.016, 2.026, -0.282], [-7.730, 2.406, 1.412], [-7.176, 0.929, 0.428], [-5.216, 2.573, 0.893], [-6.115, 2.599, -1.986], [-5.233, 1.228, -1.201], [-2.256, 2.948, -1.238], [-2.894, 1.400, -1.672], [-3.184, 2.184, 0.008], [-5.565, 4.685, -0.257], [-7.104, 4.343, -0.388], [5.231, 0.180, 5.104], [5.997, 0.145, 3.734], [5.085, -0.303, 2.584], [5.179, 0.291, 1.361], [6.105, -0.300, 0.464], [6.288, 1.509, 3.475], [5.882, 0.468, 5.929], [5.068, -0.882, 5.292], [4.278, 0.707, 5.140], [6.915, -0.440, 3.781], [4.080, 0.033, 2.839], [5.138, -1.386, 2.691], [6.316, 0.392, -0.351], [5.742, -1.235, 0.037], [7.045, -0.319, 1.016], [5.742, 1.670, 2.641], [5.872, 1.989, 4.261], [-4.144, 8.184, -0.517], [-3.323, 6.901, -0.667], [-2.669, 6.741, 0.749], [-1.466, 6.053, 0.645], [-1.332, 4.747, 1.251], [-4.177, 5.750, -0.957], [-4.950, 8.133, 0.215], [-4.878, 8.207, -1.322], [-3.596, 9.121, -0.612], [-2.586, 7.051, -1.455], [-3.383, 6.364, 1.481], [-2.264, 7.674, 1.141], [-1.542, 4.868, 2.314], [-0.368, 4.288, 1.031], [-2.114, 4.073, 0.902], [-3.548, 4.962, -0.892], [-4.275, 5.846, -1.958], [-3.575, -1.055, 1.734], [-5.063, -0.671, 2.031], [-6.066, -1.650, 1.259], [-5.766, -1.784, -0.119], [-6.334, -2.915, -0.762], [-5.203, -0.588, 3.501], [-3.425, -2.061, 2.126], [-2.843, -0.474, 2.295], [-3.412, -0.875, 0.671], [-5.294, 0.306, 1.608], [-7.105, -1.398, 1.472], [-5.905, -2.617, 1.735], [-7.400, -3.083, -0.614], [-6.011, -3.764, -0.160], [-6.017, -3.095, -1.789], [-4.632, -1.405, 3.665], [-4.572, 0.119, 3.851], [4.661, -7.452, 2.343], [4.041, -6.762, 1.191], [4.356, -5.237, 1.212], [3.642, -4.654, 0.059], [4.135, -3.435, -0.196], [4.612, -7.359, -0.053], [5.739, -7.371, 2.203], [4.616, -8.536, 2.442], [4.333, -7.042, 3.299], [2.957, -6.758, 1.309], [5.367, -4.902, 1.445], [3.876, -4.804, 2.091], [3.658, -3.049, -1.097], [5.203, -3.505, -0.404], [3.942, -2.794, 0.664], [4.209, -8.275, -0.186], [4.328, -6.781, -0.832], [1.797, -0.742, 0.617], [1.120, 0.571, 0.270], [-0.402, 0.515, 0.486], [1.731, 1.597, 1.031], [1.369, -1.216, 1.500], [2.862, -0.698, 0.846], [1.658, -1.307, -0.305], [1.293, 0.872, -0.763], [-0.490, 0.151, 1.510], [-0.975, -0.195, -0.110], [-0.786, 1.532, 0.572], [2.684, 1.708, 0.991], [3.711, 2.614, -1.830], [5.073, 3.048, -2.331], [5.874, 1.877, -3.001], [4.874, 3.934, -3.368], [3.180, 3.436, -1.350], [3.627, 1.779, -1.135], [3.049, 2.452, -2.681], [5.690, 3.556, -1.590], [5.873, 0.896, -2.527], [6.844, 2.243, -3.339], [5.296, 1.612, -3.885], [4.620, 4.772, -2.975], [1.869, 3.049, 3.809], [1.008, 1.837, 4.334], [-0.442, 1.999, 3.928], [1.438, 0.599, 3.644], [1.731, 3.255, 2.747], [2.939, 2.935, 3.983], [1.596, 3.949, 4.359], [0.971, 1.697, 5.414], [-1.001, 2.379, 4.783], [-0.936, 1.075, 3.628], [-0.555, 2.879, 3.295], [1.490, 0.990, 2.769], [0.521, -3.614, 3.688], [1.853, -3.734, 4.532], [2.743, -2.452, 4.617], [1.526, -3.814, 5.886], [-0.199, -4.396, 3.929], [0.921, -3.650, 2.675], [-0.089, -2.730, 3.874], [2.508, -4.575, 4.303], [3.417, -2.402, 3.762], [3.243, -2.414, 5.585], [2.041, -1.619, 4.591], [0.979, -3.027, 5.938], [0.905, -6.753, -1.247], [0.925, -5.617, -2.335], [-0.018, -4.440, -2.036], [2.266, -5.146, -2.432], [1.570, -7.603, -1.397], [-0.097, -7.178, -1.191], [1.015, -6.363, -0.235], [0.526, -6.014, -3.269], [0.464, -3.760, -1.334], [-1.051, -4.580, -1.719], [-0.042, -3.793, -2.914], [2.692, -5.344, -1.595]]}